(1)
Entry from OMol25: a 3-piece molecular cluster, C47H41NO11P overall at a distorted geometry (wB97M-V/def2-TZVPD).

Atoms and positions in Å:
C1 2.670933 -0.431155 0.561175
C2 1.433098 -0.111305 -0.272894
C3 1.422091 1.314483 -0.859023
C4 0.238561 2.108256 -0.293184
C5 -1.039210 1.574881 -0.935079
C6 -2.329285 1.983012 -0.222645
C7 -3.497141 2.190510 -1.208455
C8 -4.757796 1.394104 -0.917454
C9 -6.025628 2.024219 -0.942679
C10 -6.131955 3.502493 -1.265647
C11 -7.227821 1.304684 -0.696144
C12 -8.588402 1.964969 -0.710241
C13 -9.475991 1.766638 0.544352
O1 -8.765873 1.315460 1.674989
C14 -7.092375 -0.062821 -0.470677
C15 -5.849472 -0.692658 -0.459922
C16 -4.666752 -0.000757 -0.673447
C17 -3.357908 -0.794364 -0.702609
O2 -3.063995 -1.236495 -1.829629
O3 -2.736999 -0.934201 0.361426
C18 -6.051210 -2.144644 -0.218223
O4 -5.305743 -2.992818 0.131452
N1 -7.451931 -2.354895 -0.482989
P1 -8.199469 -3.842806 0.083311
O5 -9.602393 -3.811770 -0.734463
O6 -8.702668 -3.437161 1.596465
C19 -8.105859 -1.126454 -0.251078
O7 -9.271085 -1.079331 0.075661
H1 2.590227 -1.459140 0.911972
H2 2.704078 0.207963 1.440871
H3 3.563014 -0.316906 -0.049751
H4 1.299934 -0.860368 -1.050592
H5 0.542402 -0.197319 0.348337
H6 1.233893 1.214618 -1.929435
H7 2.370934 1.836024 -0.739890
H8 0.210226 2.040644 0.793649
H9 0.373393 3.146174 -0.605206
H10 -1.017467 0.487207 -0.971066
H11 -1.040365 1.902002 -1.976122
H12 -2.119995 2.935305 0.274387
H13 -2.568930 1.259212 0.543035
H14 -3.689515 3.252673 -1.245001
H15 -3.193129 1.920712 -2.221539
H16 -6.088818 4.091608 -0.351055
H17 -5.342362 3.818872 -1.932183
H18 -7.050196 3.724317 -1.791101
H19 -9.126820 1.581929 -1.578370
H20 -8.512973 3.030797 -0.860171
H21 -10.266854 1.074300 0.280712
H22 -9.962808 2.714388 0.784566
H23 -9.172604 0.501921 1.977388
H24 -10.238978 -3.211834 -0.317079
H25 -8.331430 -2.596670 1.888873
C20 5.010842 7.310151 3.717641
C21 4.048303 6.305756 3.695951
C22 3.994567 5.417077 2.636056
C23 4.897424 5.535615 1.587428
C24 5.850195 6.556406 1.598331
C25 5.909046 7.436116 2.671968
C26 6.800076 6.729726 0.462703
O8 7.632298 7.613599 0.474486
C27 6.693863 5.792262 -0.690922
C28 7.531288 5.965614 -1.785814
C29 7.453097 5.095713 -2.859698
C30 6.543489 4.042997 -2.842392
C31 5.703364 3.867803 -1.756385
C32 5.769854 4.745455 -0.681981
C33 4.835033 4.558710 0.463504
O9 4.044273 3.641836 0.477407
H26 5.055566 7.998446 4.551452
H27 3.340196 6.216363 4.509084
H28 3.252344 4.630903 2.614733
H29 6.656030 8.217634 2.680769
H30 8.238526 6.783309 -1.792656
H31 8.102802 5.235070 -3.713745
H32 6.488448 3.360729 -3.680281
H33 4.990801 3.054345 -1.738116
C34 6.666257 -8.914077 -0.295649
C35 6.214702 -9.472938 0.895686
C36 5.038551 -9.024244 1.471049
C37 4.312636 -8.007197 0.863893
C38 4.776303 -7.432735 -0.319501
C39 5.949529 -7.896542 -0.901196
C40 4.036934 -6.308620 -0.967415
O10 4.445412 -5.818829 -2.000361
C41 2.801526 -5.810445 -0.307233
C42 2.124271 -4.730668 -0.860234
C43 0.965375 -4.260777 -0.264693
C44 0.470988 -4.873322 0.881183
C45 1.143111 -5.947406 1.440723
C46 2.313524 -6.415621 0.856484
C47 3.037350 -7.548543 1.490329
O11 2.615122 -8.090057 2.491919
H34 7.581901 -9.271584 -0.748635
H35 6.781982 -10.261054 1.373642
H36 4.678393 -9.457216 2.393964
H37 6.296544 -7.454011 -1.824602
H38 2.508966 -4.258610 -1.753443
H39 0.440290 -3.416279 -0.693422
H40 -0.438930 -4.505197 1.336240
H41 0.764963 -6.424170 2.334176

Forces on atoms 1 to 3 (eV/Å):
C -0.68 -0.20 -0.21
C 0.11 0.30 0.25
C -0.46 -0.47 -0.04

Its highest occupied orbital energy is -5.1 eV. The gap between HOMO and LUMO is 5.31 eV. The total charge is -1. For the calculated total energy, the calculation gives -3039.578521 a.u.

Atomic partial charges in e from the Mulliken method, atoms 1 to 4: C -1.45; C -0.16; C -0.10; C -1.00


(2)
Entry from OMol25: a 2-piece molecular cluster, C4H14N2O overall at a distorted geometry (wB97M-V/def2-TZVPD).

Atoms and positions in Å:
C1 0.399339 0.682649 2.566926
N1 0.306362 0.854502 1.069951
C2 -0.789786 0.014078 0.415551
C3 -1.409190 0.545340 -0.878121
C4 -0.479424 0.187619 -2.155292
N2 -0.320149 -1.181138 -2.347684
H1 -0.431345 1.047048 3.171018
H2 0.582394 -0.382334 2.831337
H3 1.339865 1.398948 2.757401
H4 0.104724 1.787897 0.738398
H5 -1.332215 -0.512771 1.250520
H6 -0.310953 -0.914443 0.087370
H7 -1.793833 1.486035 -0.642276
H8 -2.308513 -0.064181 -1.221278
H9 0.410924 0.705595 -1.933684
H10 -0.964483 0.569410 -3.073442
H11 0.557300 -1.459671 -2.103824
H12 -0.995170 -1.711049 -2.894203
O1 2.815006 -1.009578 0.890844
H13 2.039701 -0.712651 1.433463
H14 2.579442 -1.331295 0.037034

Forces on atoms 1 to 3 (eV/Å):
C 2.32 2.19 -1.45
N -1.87 -1.30 -0.40
C 1.62 -2.23 1.15

Its highest occupied orbital energy is -8.7 eV. The gap between HOMO and LUMO is 9.62 eV. The total charge is 0. For the calculated total energy, the calculation gives -345.461298 a.u. Its SMILES is CNCCCN.O.

Atomic partial charges in e from the Mulliken method, atoms 1 to 4: C -1.10; N -0.29; C -0.40; C -0.83


(3)
Entry from OMol25: a 4-piece molecular cluster, C6H20NO4 overall at a distorted geometry (wB97M-V/def2-TZVPD).

Atoms and positions in Å:
C1 0.856682 -0.781400 1.285626
O1 0.535424 -0.837947 2.676965
C2 0.452114 0.581123 0.718914
C3 0.994548 0.876810 -0.670083
C4 0.347602 0.134562 -1.832710
C5 -0.954751 0.392517 -2.073643
C6 -1.656738 -0.240770 -3.242736
N1 0.981477 1.593589 1.692746
H1 0.379741 -1.501852 0.618367
H2 1.935955 -0.950311 1.289231
H3 -0.174700 -1.487733 2.786508
H4 -0.634731 0.644965 0.702823
H5 1.097282 1.969529 -0.795670
H6 2.085619 0.727843 -0.799952
H7 1.046636 -0.243538 -2.565061
H8 -1.530438 0.960817 -1.354514
H9 -1.326841 -1.262264 -3.413474
H10 -2.737257 -0.246010 -3.119235
H11 -1.359713 0.359511 -4.108648
H12 0.587219 2.540559 1.532649
H13 1.991419 1.641719 1.762954
H14 0.690155 1.377503 2.646752
H15 0.836252 -3.971775 3.139954
H16 -0.605889 -4.158709 2.924540
O2 0.102567 -3.553255 2.642081
H17 -0.283794 3.901247 -0.219002
H18 -0.390834 4.818724 1.006783
O3 -0.239003 3.926154 0.717467
H19 -0.417512 -1.930325 -1.326591
H20 -1.698448 -2.582412 -1.564913
O4 -0.910055 -2.698871 -1.058133

Forces on atoms 1 to 3 (eV/Å):
C 0.21 0.19 0.22
O -0.82 0.16 -0.74
C 1.10 -0.55 0.12

Its highest occupied orbital energy is -12.9 eV. The gap between HOMO and LUMO is 10.11 eV. The total charge is +1. For the calculated total energy, the calculation gives -596.060212 a.u.

Atomic partial charges in e from the Mulliken method, atoms 1 to 4: C -0.60; O -0.55; C 0.27; C -0.73


(4)
Entry from OMol25: C8H27AgO12PV as an isolated structure at a distorted geometry (wB97M-V/def2-TZVPD).

Atoms and positions in Å:
O1 1.855686 2.803604 -1.056152
V1 0.292055 2.965964 -1.081959
O2 -0.074803 3.987187 0.124225
Ag1 -2.700383 1.173598 -1.453164
P1 -1.386479 2.972267 -3.300360
O3 -1.946767 3.164613 -1.839251
O4 -1.720935 1.435726 -3.445733
O5 0.161226 3.133234 -3.075723
O6 -1.845288 3.821973 -4.402003
C1 -0.599381 -0.116930 1.429948
C2 0.336035 0.352951 0.330012
C3 1.053804 -0.824674 -0.292260
O7 -0.404127 1.053553 -0.644852
H1 -1.060958 0.699634 1.982135
H2 -0.061731 -0.736486 2.158575
H3 -1.335252 -0.768733 0.947145
H4 1.106914 1.032392 0.717809
H5 1.817364 -0.498572 -1.003519
H6 0.377925 -1.545372 -0.755542
H7 1.651119 -1.298616 0.499825
C4 -2.639468 -2.360424 -1.420492
O8 -2.732886 -1.080532 -2.038596
H8 -2.834789 -2.243211 -0.355797
H9 -3.365498 -3.059282 -1.836170
H10 -1.629086 -2.761959 -1.526353
H11 -2.991925 -1.196526 -2.956764
C5 3.518361 -4.018658 0.063465
O9 3.266278 -4.024362 -1.323329
H12 4.503406 -3.598478 0.290053
H13 2.791460 -3.431938 0.641072
H14 3.463398 -5.033426 0.455960
H15 3.618462 -3.211628 -1.694982
C6 1.703570 2.329552 3.247873
O10 2.226015 3.210951 4.239415
H16 1.590610 2.817587 2.283518
H17 2.326354 1.436564 3.151537
H18 0.718014 1.941983 3.533677
H19 1.538987 3.353976 4.895208
C7 1.296989 -1.007759 -4.469765
O11 -0.012616 -0.813161 -3.990036
H20 1.373416 -1.946822 -5.029050
H21 1.583995 -0.177433 -5.122422
H22 2.041127 -1.020125 -3.665631
H23 0.000793 -0.779434 -3.030106
C8 -2.875888 0.870501 4.705746
O12 -3.217926 -0.119703 5.661438
H24 -3.331124 0.636887 3.743023
H25 -3.209518 1.869016 5.003328
H26 -1.798769 0.934868 4.524686
H27 -2.437785 -0.324357 6.180328

Forces on atoms 1 to 3 (eV/Å):
O 0.62 -0.33 0.34
V -0.83 -0.84 0.27
O 0.19 -0.58 -1.01

Its spin multiplicity is 2. Its highest occupied orbital energy (spin up / spin down) is -6.0 / -5.9 eV. The gap between HOMO and LUMO (spin up / spin down) is 8.04 / 6.83 eV. The total charge is -1. For the calculated total energy, the calculation gives -2656.317877 a.u.

Atomic partial charges in e from the Mulliken method, atoms 1 to 4: O -0.61; V 1.38; O -0.80; Ag 0.41


> The highest calculated total energy belongs to which entry?

C4H14N2O


> Which of these has the highest calculated total energy?

C4H14N2O


> Which of these has the highest calculated total energy?

C4H14N2O